No. 1
19
Properties=species:S:1:pos:R:3:lowdin_charge:R:1 method="wB97M-V/def2-TZVPD" lumo_energy_ev=0.54 max_force_ev_per_a=1.028 spin_multiplicity=1 smiles="CNC(=O)O.O.O.O"
C -1.799 1.745 -0.831 -0.053
N -1.172 1.080 0.321 0.047
C 0.132 1.218 0.632 -0.604
O 0.700 0.735 1.592 0.066
O 0.862 1.970 -0.260 0.060
H -1.058 2.131 -1.515 0.081
H -2.450 1.042 -1.348 0.080
H -2.425 2.539 -0.419 0.085
H -1.817 0.900 1.073 0.145
H 1.247 1.358 -0.910 0.096
O -0.428 -1.615 2.640 -0.086
H -0.466 -1.404 3.575 0.026
H -0.155 -0.784 2.206 -0.023
O 2.156 -2.573 -0.880 -0.046
H 2.903 -2.130 -0.461 0.064
H 1.928 -3.336 -0.339 0.062
O 0.800 -0.634 -1.820 -0.067
H 0.978 -1.157 -1.014 0.018
H 0.064 -1.086 -2.242 0.049

---

No. 2
19
Properties=species:S:1:pos:R:3:lowdin_charge:R:1 method="wB97M-V/def2-TZVPD" lumo_energy_ev=0.48 max_force_ev_per_a=1.650 spin_multiplicity=1 smiles="NCC(=O)O.O.O.O"
N 1.195 0.101 0.176 0.015
C 1.295 0.051 1.627 -0.190
C -0.020 -0.254 2.309 -0.521
O -1.037 -0.557 1.757 0.116
O 0.136 -0.229 3.648 0.088
H 0.272 0.467 -0.025 0.040
H 1.167 -0.849 -0.199 0.057
H 1.715 0.963 2.024 0.116
H 1.968 -0.760 1.881 0.126
H -0.442 0.165 4.307 0.125
O -0.768 0.122 -2.062 -0.051
H -1.698 -0.013 -2.260 0.042
H -0.209 -0.246 -2.751 0.042
O -0.078 -3.141 -0.983 -0.054
H -0.623 -3.867 -1.279 0.031
H -0.407 -2.722 -0.186 0.020
O -0.274 3.881 -4.494 -0.061
H 0.153 3.107 -4.875 0.033
H -0.740 3.733 -3.672 0.026

---

No. 3
19
Properties=species:S:1:pos:R:3:lowdin_charge:R:1 method="wB97M-V/def2-TZVPD" total_charge=+1 lumo_energy_ev="-3.27 / -8.99" max_force_ev_per_a=1.405 spin_multiplicity=2
C -1.874 1.609 -0.676 0.039
N -1.127 1.123 0.442 0.255
C 0.258 1.342 0.665 -0.528
O 0.856 2.026 -0.289 0.154
O 0.733 0.989 1.700 0.232
H -2.145 2.644 -0.463 0.151
H -1.328 1.558 -1.610 0.120
H -2.770 1.027 -0.765 0.116
H -1.622 0.437 1.021 0.172
H 1.019 1.414 -1.051 0.124
H -0.451 -2.079 2.772 0.060
H 0.064 -0.676 2.424 0.013
O -0.665 -1.295 2.257 -0.056
H 2.894 -2.105 -0.415 0.055
H 2.070 -3.347 -0.286 0.053
O 2.172 -2.576 -0.857 -0.052
H 0.603 -0.834 -0.842 0.040
H 0.537 -0.923 -2.376 0.084
O 0.777 -0.336 -1.651 -0.033

---

No. 4
17
Properties=species:S:1:pos:R:3:lowdin_charge:R:1 method="wB97M-V/def2-TZVPD" total_charge=-1 lumo_energy_ev=4.10 max_force_ev_per_a=0.815 spin_multiplicity=1
C -0.984 0.397 0.742 -0.426
O 0.137 -0.252 0.230 -0.374
C -1.694 1.220 -0.350 -0.108
H -1.680 -0.355 1.147 0.094
H -0.692 1.095 1.548 0.097
H -2.635 1.662 -0.019 0.051
H -0.995 1.977 -0.708 0.056
H -1.877 0.519 -1.170 0.064
H 1.032 -2.120 -2.199 -0.006
H 0.276 -1.182 -1.127 -0.012
O 0.185 -1.756 -1.944 -0.128
H 2.560 1.184 -1.003 -0.012
H 1.140 0.857 -0.265 -0.017
O 1.791 1.573 -0.591 -0.146
H 1.915 -1.621 1.960 0.006
H 0.502 -1.333 1.541 -0.010
O 1.019 -1.866 2.207 -0.128

---

No. 5
33
Properties=species:S:1:pos:R:3:lowdin_charge:R:1 method="wB97M-V/def2-TZVPD" lumo_energy_ev="-0.15 / -3.89" max_force_ev_per_a=4.239 spin_multiplicity=2
Ag 3.524 10.739 -0.401 1.049
C 5.050 6.784 0.717 -0.676
F 5.003 5.817 1.613 0.168
F 6.184 7.454 0.857 0.146
F 4.997 6.279 -0.496 0.161
S 3.596 7.954 1.154 0.690
O 2.581 7.200 1.870 -0.276
O 4.191 9.033 1.909 -0.326
N 3.002 8.648 -0.313 -0.369
S 2.299 7.467 -1.106 0.590
O 2.651 7.512 -2.515 -0.286
O 2.331 6.168 -0.508 -0.261
C 0.465 7.972 -1.149 -0.676
F 0.468 9.207 -1.672 0.117
F -0.253 7.177 -1.880 0.198
F -0.067 8.108 0.061 0.142
B 3.216 12.966 -1.142 -0.387
H 3.118 14.098 -1.362 0.006
H 4.324 12.686 -1.050 -0.042
H 2.740 12.789 -0.114 -0.054
H 2.707 12.281 -1.930 -0.030
O 5.901 10.720 -0.805 -0.076
H 6.452 10.159 -0.241 0.060
H 6.381 11.555 -0.878 0.066
O 3.412 10.108 -2.686 -0.111
H 3.559 9.301 -3.205 0.051
H 3.919 10.801 -3.133 0.060
O 1.432 10.828 0.794 -0.074
H 0.751 10.156 0.652 0.038
H 1.128 11.341 1.551 0.075
O 4.590 11.736 1.743 -0.090
H 4.073 12.426 2.178 0.060
H 5.265 11.485 2.384 0.057

---

No. 6
21
Properties=species:S:1:pos:R:3:lowdin_charge:R:1 method="wB97M-V/def2-TZVPD" total_charge=+1 lumo_energy_ev="-3.47 / -5.97" max_force_ev_per_a=3.389 spin_multiplicity=2
Cd 0.323 -0.196 -0.206 1.324
O -1.243 -0.506 1.236 -0.376
C -1.550 0.893 1.538 -0.310
C -0.301 1.866 1.542 -0.259
O 0.617 1.942 0.439 -0.136
H -2.021 1.064 2.505 0.108
H -2.309 1.296 0.868 0.097
H 0.253 1.628 2.450 0.136
H -0.812 2.827 1.597 0.109
O 1.774 0.026 -1.655 -0.089
H 2.507 -0.484 -2.001 0.088
H 1.728 0.795 -2.223 0.081
O -0.958 0.285 -1.810 -0.084
H -1.649 0.947 -1.814 0.087
H -1.175 -0.293 -2.542 0.077
O 1.726 -1.239 0.884 -0.085
H 2.015 -2.114 0.623 0.075
H 2.346 -0.973 1.562 0.090
O -0.238 -2.247 -0.951 -0.083
H -0.787 -2.708 -0.316 0.073
H -0.245 -2.809 -1.726 0.078

---

No. 7
17
Properties=species:S:1:pos:R:3:lowdin_charge:R:1 method="wB97M-V/def2-TZVPD" total_charge=-1 lumo_energy_ev="3.92 / 4.04" max_force_ev_per_a=2.400 spin_multiplicity=4
C -0.978 0.611 -2.075 -0.352
Co 0.385 0.677 -0.623 0.011
N 0.901 -1.268 -1.200 -0.079
H -1.179 0.897 -0.522 0.066
H 1.443 1.729 -0.209 -0.079
H -1.457 1.596 -2.301 -0.011
H -1.781 -0.094 -2.304 -0.019
H -0.304 0.429 -2.952 -0.003
H 0.497 -2.020 -0.639 -0.042
H 1.914 -1.312 -1.078 -0.023
H 0.715 -1.519 -2.174 -0.026
C 0.317 -0.429 2.297 -0.256
O 0.986 0.110 1.183 -0.385
H -0.636 -0.820 1.958 0.054
H 0.158 0.360 3.024 0.066
H 0.949 -1.230 2.656 0.046
H 1.708 0.741 1.369 0.031

---

No. 8
35
Properties=species:S:1:pos:R:3:lowdin_charge:R:1 method="wB97M-V/def2-TZVPD" total_charge=-1 lumo_energy_ev=-2.90 max_force_ev_per_a=3.231 spin_multiplicity=1
Na 5.769 -5.348 -0.532 0.994
C -0.228 -0.437 2.175 -0.619
F -1.020 -1.196 1.425 0.117
F -0.934 0.709 2.490 0.086
F 0.057 -1.227 3.223 0.098
S 1.373 -0.006 1.234 0.468
O 2.069 -1.211 0.829 -0.386
O 0.826 0.781 0.102 -0.372
O 2.281 0.721 2.138 -0.386
C -6.516 -2.422 -3.929 -0.685
F -5.591 -2.190 -3.014 0.125
F -6.178 -1.752 -5.048 0.104
F -6.486 -3.752 -4.099 0.091
S -8.251 -1.988 -3.386 0.459
O -8.117 -0.562 -3.029 -0.371
O -9.092 -2.222 -4.524 -0.348
O -8.553 -2.908 -2.264 -0.374
O 5.881 2.133 6.797 -0.058
H 5.126 2.384 6.265 0.033
H 6.393 2.938 6.881 0.025
O 8.035 0.607 1.564 -0.057
H 7.147 0.738 1.895 0.033
H 8.520 0.254 2.310 0.025
O 6.097 4.869 0.852 -0.054
H 6.781 4.381 1.311 0.020
H 5.306 4.342 0.969 0.033
O -3.140 -7.863 2.454 -0.056
H -2.804 -8.062 1.580 0.025
H -2.809 -6.986 2.645 0.030
O -2.995 3.199 -3.150 -0.051
H -2.921 3.318 -4.097 0.024
H -2.127 2.904 -2.876 0.027
O 2.348 5.387 -3.273 -0.058
H 1.598 5.933 -3.035 0.027
H 2.156 4.533 -2.885 0.031

---

No. 9
18
Properties=species:S:1:pos:R:3:lowdin_charge:R:1 method="wB97M-V/def2-TZVPD" lumo_energy_ev=0.65 max_force_ev_per_a=0.955 spin_multiplicity=1 smiles=NCCN.O.O
N -0.297 0.691 -2.050 0.003
C -0.400 -0.767 -1.991 -0.295
C 0.601 -1.463 -1.069 -0.284
N 0.223 -1.291 0.359 -0.007
H 0.371 0.964 -2.745 0.051
H -0.170 1.160 -1.169 0.017
H -0.174 -1.096 -3.007 0.103
H -1.420 -1.072 -1.748 0.098
H 0.614 -2.527 -1.342 0.098
H 1.575 -1.033 -1.273 0.104
H -0.571 -1.912 0.462 0.060
H 0.960 -1.705 0.930 0.069
O 0.095 2.133 0.711 -0.079
H 0.560 2.838 1.169 0.034
H -0.229 1.532 1.413 0.003
O -0.199 0.360 3.040 -0.059
H -0.603 0.687 3.851 0.051
H -0.785 -0.311 2.674 0.034

---

No. 10
18
Properties=species:S:1:pos:R:3:lowdin_charge:R:1 method="wB97M-V/def2-TZVPD" lumo_energy_ev=0.77 max_force_ev_per_a=2.181 spin_multiplicity=1 smiles=NCCN.O.O
N -0.032 -2.045 1.151 -0.015
C -0.387 -2.463 -0.239 -0.271
C -1.668 -1.707 -0.588 -0.288
N -1.590 -0.213 -0.325 -0.019
H 0.372 -2.832 1.664 0.066
H 0.692 -1.353 1.004 0.012
H -0.517 -3.518 -0.424 0.100
H 0.450 -2.081 -0.833 0.090
H -1.909 -1.868 -1.639 0.096
H -2.479 -2.113 0.037 0.103
H -2.545 0.083 -0.538 0.055
H -1.599 -0.217 0.695 0.047
O 1.946 0.125 0.358 -0.063
H 2.357 -0.411 -0.329 0.043
H 1.308 0.594 -0.198 0.043
O 1.798 6.892 -0.184 -0.054
H 1.933 5.965 -0.347 0.023
H 1.870 7.159 0.733 0.031